No. 1
14
Properties=species:S:1:pos:R:3:forces:R:3 method="wB97M-V/def2-TZVPD" largest_force_ev_per_a=3.7 orbital_gap_ev="6.4 / 7.2" e_above_lowest_ev=2.387 total_energy_ha=-1305.113487 charge=0
C 1.35430 -0.62625 -0.56760 0.573 -0.510 -0.738
N -0.58983 1.77678 -0.51175 0.558 0.058 -0.719
N -2.47150 -0.16315 -0.62619 0.518 1.320 -0.560
N -0.53511 -0.96800 0.83381 2.417 1.081 -0.177
O -0.07672 -0.90480 -0.47749 1.605 -0.275 -0.284
P -1.29490 0.75035 -1.50176 -0.403 -0.017 1.520
P -0.46781 1.97320 1.07460 -3.036 -2.026 0.237
P -2.14139 -1.27838 0.69302 -2.021 0.290 -0.130
H 2.01257 -1.44416 -0.28095 -0.704 -1.157 -0.485
H 1.68366 -0.00407 0.24786 -0.526 1.510 -0.151
H 1.62918 -0.32783 -1.64347 -0.774 -0.088 1.910
H -3.17455 -0.28176 -1.33256 -0.700 -1.019 0.249
H 0.71438 2.56335 1.19263 2.443 1.161 -0.108
H -2.47356 -0.49060 1.86861 0.050 -0.329 -0.565

---

No. 2
12
Properties=species:S:1:pos:R:3:forces:R:3 method="wB97M-V/def2-TZVPD" largest_force_ev_per_a=4.8 orbital_gap_ev=8.0 e_above_lowest_ev=2.669 total_energy_ha=-679.041898 charge=+1
C -0.40027 1.17854 0.17960 -0.615 -0.568 2.648
N 1.12819 -1.72762 -1.46457 0.908 1.232 0.141
N -1.01436 1.48300 1.17116 -0.690 0.992 -0.385
N -2.23900 1.93692 1.43298 -3.648 2.729 1.496
O 0.49777 0.60177 -0.28960 2.084 -0.539 -2.256
S 2.34645 -2.20542 -0.13432 -0.671 -0.652 -1.433
H 0.91734 -0.74535 -1.12168 -0.409 -0.520 -0.506
H 0.24624 -2.25592 -1.40782 0.597 -0.039 -0.177
H 1.49362 -1.61835 -2.46149 -0.369 -0.685 1.696
H -2.43370 3.00238 1.66167 1.422 -3.019 -0.573
H 2.31590 -0.99432 0.39806 -0.060 0.522 0.173
H -2.85817 1.34438 2.03602 1.451 0.548 -0.823

---

No. 3
11
Properties=species:S:1:pos:R:3:forces:R:3 method="wB97M-V/def2-TZVPD" largest_force_ev_per_a=1.4 orbital_gap_ev="7.8 / 9.7" e_above_lowest_ev=4.934 total_energy_ha=-603.717448 charge=+1
C -0.17811 0.06599 0.06207 -0.649 -0.790 0.976
N -1.00842 0.11936 -1.03681 0.169 0.256 -0.729
N 0.75410 0.98340 0.45928 0.324 0.465 -0.296
N 0.39390 -1.36403 0.27783 0.034 0.011 -0.245
S -1.99706 0.09893 0.30689 0.265 -0.027 0.225
H -1.17749 2.16643 -2.35370 0.040 0.000 0.023
H 0.86705 1.13701 1.45281 -0.050 -0.050 -0.034
H 0.75114 1.85146 -0.06333 -0.064 -0.093 -0.009
H 1.00961 -1.41206 1.10092 -0.226 -0.022 -0.229
H 0.95360 -1.59474 -0.55909 -0.086 0.061 0.276
H -0.36830 -2.05176 0.35314 0.244 0.190 0.041

---

No. 4
12
Properties=species:S:1:pos:R:3:forces:R:3 method="wB97M-V/def2-TZVPD" largest_force_ev_per_a=5.8 orbital_gap_ev="7.9 / 8.2" e_above_lowest_ev=1.659 total_energy_ha=-335.047814 charge=+2
C -0.39596 0.90521 0.23368 0.836 -5.239 -2.288
N -0.15946 -0.04848 -0.80343 -0.216 3.017 2.556
N -0.06397 0.48458 1.47192 -0.963 3.328 0.824
N -0.54990 0.26192 -1.96664 0.806 -0.916 -2.190
N -0.01746 -0.70954 2.02161 0.655 0.112 2.133
O 0.42225 -1.77215 1.34050 -0.929 1.416 0.446
H -0.83360 1.84246 0.03536 -0.109 1.366 0.205
H 0.30427 -1.46187 0.40652 0.400 -0.830 -0.451
H -0.01168 1.35140 2.11702 -0.245 -2.016 -0.364
H 0.07674 -0.16609 -2.74657 -1.854 0.541 1.239
H -1.38928 0.84759 -2.22263 1.123 -0.203 0.386
H -0.07262 -0.71776 3.12425 0.497 -0.577 -2.496